C93H216Cl2N12O12 | the ωB97M-V functional and the def2-TZVPD basis

The calculation puts the highest occupied orbital energy at -0.851 Eh. The value obtained for the molar mass is 1765.73 g/mol. The value obtained for the largest force on an atom is 9.83 eV Å⁻¹. The value obtained for the LUMO energy is -20.22 eV.

The geometry in ORCA input format:
```
! wB97M-V def2-TZVPD RIJCOSX def2/J DEFGRID3
* xyz 10 1
C 1.855 0.623 -5.130
O 1.658 0.950 -3.805
C 2.779 0.819 -2.907
C 2.337 0.177 -1.570
N 1.809 -1.236 -1.729
H 1.498 -1.171 -2.687
H 2.522 -1.947 -1.812
C 0.867 -1.924 -0.721
C -0.631 -1.397 -0.844
O -0.650 -0.139 -0.185
C -2.015 0.165 0.109
H 0.877 0.502 -5.595
H 2.342 -0.351 -5.181
H 2.460 1.339 -5.687
H 3.213 1.802 -2.727
H 3.559 0.209 -3.365
H 1.623 0.828 -1.066
H 3.224 0.128 -0.939
H 1.242 -1.815 0.297
H 0.956 -2.945 -1.093
H -1.220 -2.081 -0.234
H -1.094 -1.394 -1.831
H -2.117 1.249 0.072
H -2.391 -0.149 1.083
H -2.769 -0.177 -0.600
C -8.016 -5.432 4.192
O -7.012 -5.216 3.197
C -7.400 -4.191 2.300
C -6.241 -3.263 1.803
N -4.938 -4.081 1.757
H -4.543 -4.177 2.682
H -5.002 -5.024 1.402
C -3.834 -3.301 0.939
C -4.038 -3.388 -0.612
O -3.734 -4.684 -0.996
C -3.184 -4.819 -2.245
H -7.832 -4.768 5.037
H -7.983 -6.436 4.615
H -9.008 -5.314 3.755
H -8.165 -3.513 2.677
H -7.902 -4.733 1.499
H -6.139 -2.487 2.562
H -6.405 -2.978 0.764
H -2.876 -3.805 1.074
H -3.857 -2.289 1.344
H -3.309 -2.706 -1.049
H -4.947 -2.902 -0.966
H -3.165 -5.833 -2.645
H -2.114 -4.661 -2.116
H -3.586 -4.113 -2.971
C 9.921 -2.061 -3.454
O 8.938 -2.161 -2.471
C 7.977 -1.014 -2.358
C 6.863 -0.980 -3.369
N 6.201 -2.363 -3.549
H 6.838 -3.005 -3.999
H 6.131 -2.786 -2.634
C 4.862 -2.458 -4.315
C 4.907 -1.929 -5.739
O 5.388 -0.550 -5.660
C 5.533 0.038 -6.937
H 10.777 -2.698 -3.231
H 10.416 -1.093 -3.539
H 9.537 -2.179 -4.467
H 8.463 -0.043 -2.264
H 7.511 -1.088 -1.376
H 7.259 -0.583 -4.304
H 6.004 -0.364 -3.103
H 4.119 -1.873 -3.772
H 4.653 -3.525 -4.236
H 3.939 -1.908 -6.240
H 5.530 -2.626 -6.300
H 6.431 -0.327 -7.435
H 5.609 1.121 -6.830
H 4.673 -0.120 -7.588
C 5.586 0.858 1.416
O 6.037 2.234 1.323
C 5.356 3.116 2.207
C 6.079 4.476 2.324
N 7.521 4.221 2.853
H 7.445 3.809 3.772
H 8.004 3.516 2.314
C 8.390 5.551 2.952
C 9.920 5.234 2.982
O 10.234 4.405 1.863
C 11.548 4.323 1.441
H 5.524 0.615 2.477
H 6.383 0.239 1.003
H 4.607 0.750 0.950
H 5.263 2.781 3.240
H 4.352 3.207 1.791
H 5.625 5.164 3.037
H 6.073 4.969 1.352
H 8.187 6.160 3.832
H 8.075 6.210 2.142
H 10.018 4.726 3.941
H 10.501 6.140 3.149
H 11.731 5.218 0.845
H 11.793 3.677 0.598
H 12.298 4.159 2.214
C 2.928 4.836 -0.606
O 2.436 4.683 -1.948
C 1.228 3.952 -2.061
C 0.842 3.997 -3.596
N 0.701 5.411 -4.071
H -0.004 5.864 -3.508
H 1.590 5.821 -3.822
C 0.578 5.597 -5.591
C 1.957 5.784 -6.292
O 2.786 4.686 -5.987
C 3.953 4.621 -6.752
H 3.638 5.660 -0.528
H 3.510 3.921 -0.498
H 2.126 4.887 0.131
H 0.425 4.398 -1.474
H 1.329 2.942 -1.663
H -0.093 3.457 -3.749
H 1.628 3.567 -4.218
H -0.002 6.505 -5.752
H -0.030 4.809 -6.035
H 2.364 6.784 -6.139
H 1.776 5.727 -7.366
H 4.647 5.447 -6.597
H 3.733 4.581 -7.819
H 4.498 3.723 -6.460
C -4.963 5.746 -2.913
C -5.305 4.632 -3.913
C -4.411 4.594 -5.123
C -2.992 3.980 -4.987
C -3.010 2.527 -4.352
C -3.840 2.469 -3.017
N -5.193 3.211 -3.207
O -6.132 3.015 -2.177
C -3.036 3.098 -1.852
C -4.180 0.969 -2.673
C -6.759 4.937 -4.360
H -3.905 5.839 -2.667
H -5.485 5.482 -1.993
H -5.253 6.761 -3.185
H -4.237 5.616 -5.462
H -4.863 3.976 -5.899
H -2.442 4.656 -4.332
H -2.378 4.122 -5.876
H -1.977 2.227 -4.171
H -3.466 1.779 -4.999
H -2.886 4.164 -2.024
H -2.073 2.605 -1.721
H -3.617 3.057 -0.930
H -4.871 0.537 -3.397
H -4.673 0.856 -1.708
H -3.290 0.340 -2.658
H -7.393 5.190 -3.510
H -7.219 4.108 -4.899
H -6.749 5.777 -5.055
C 2.782 -5.459 5.767
C 1.335 -5.195 5.289
C 1.081 -3.717 4.850
C 1.783 -3.285 3.548
C 2.414 -4.382 2.742
C 1.578 -5.687 2.676
N 1.142 -6.092 4.108
O 0.407 -7.304 4.346
C 2.623 -6.858 2.301
C 0.273 -5.593 1.829
C 0.236 -5.529 6.397
H 3.002 -4.792 6.600
H 3.601 -5.160 5.113
H 2.932 -6.466 6.157
H 1.440 -3.121 5.689
H 0.025 -3.483 4.716
H 2.591 -2.571 3.711
H 1.102 -2.754 2.884
H 3.386 -4.666 3.147
H 2.722 -4.112 1.732
H 2.079 -7.803 2.293
H 3.256 -7.082 3.159
H 3.196 -6.602 1.410
H -0.569 -5.258 2.434
H -0.066 -6.590 1.546
H 0.503 -4.881 1.036
H 0.525 -6.465 6.876
H -0.792 -5.561 6.036
H 0.210 -4.717 7.124
C 1.034 0.622 2.563
C 1.128 0.534 4.094
C 2.150 1.547 4.698
C 2.333 1.353 6.250
N 2.956 2.570 6.974
C 3.323 2.167 8.453
C 3.378 3.561 9.116
C 2.570 4.472 8.236
C 1.908 3.647 7.136
C 4.195 2.996 6.151
H 0.634 -0.321 2.192
H 2.046 0.640 2.159
H 0.577 1.515 2.135
H 1.411 -0.465 4.427
H 0.182 0.562 4.636
H 1.892 2.585 4.487
H 3.137 1.376 4.267
H 3.016 0.533 6.470
H 1.387 1.233 6.780
H 4.272 1.638 8.545
H 2.531 1.494 8.781
H 4.385 3.962 9.229
H 3.051 3.556 10.156
H 3.268 5.164 7.766
H 1.776 4.927 8.828
H 1.740 4.100 6.160
H 0.929 3.276 7.441
H 4.868 3.674 6.675
H 3.823 3.552 5.291
H 4.857 2.144 5.993
C -1.745 -6.269 -5.758
C -0.891 -7.253 -4.814
C 0.154 -6.573 -3.950
C 1.191 -7.557 -3.314
N 2.267 -6.808 -2.475
C 3.235 -6.175 -3.416
C 4.511 -6.096 -2.548
C 4.458 -7.143 -1.419
C 3.111 -7.861 -1.716
C 1.673 -5.834 -1.452
H -1.169 -5.837 -6.577
H -2.348 -5.612 -5.131
H -2.482 -6.888 -6.270
H -0.372 -8.022 -5.387
H -1.580 -7.846 -4.212
H -0.391 -6.202 -3.082
H 0.663 -5.759 -4.465
H 1.725 -8.212 -4.003
H 0.795 -8.266 -2.587
H 2.865 -5.216 -3.778
H 3.345 -6.950 -4.176
H 4.702 -5.119 -2.104
H 5.305 -6.251 -3.279
H 4.556 -6.685 -0.435
H 5.212 -7.927 -1.485
H 2.507 -8.230 -0.887
H 3.370 -8.665 -2.406
H 1.250 -6.432 -0.645
H 0.977 -5.121 -1.893
H 2.498 -5.205 -1.119
C -7.564 -1.697 -10.052
C -7.199 -2.798 -9.061
C -5.794 -2.748 -8.397
C -5.373 -1.283 -8.148
N -3.953 -0.981 -7.532
C -2.739 -1.784 -8.073
C -1.685 -1.792 -6.956
C -2.479 -1.531 -5.618
C -3.942 -1.453 -6.060
C -3.698 0.531 -7.734
H -8.398 -2.012 -10.679
H -6.654 -1.481 -10.612
H -7.906 -0.833 -9.481
H -7.214 -3.695 -9.679
H -7.986 -2.845 -8.309
H -5.145 -3.098 -9.200
H -5.809 -3.392 -7.517
H -6.036 -0.772 -7.449
H -5.360 -0.748 -9.098
H -2.448 -1.463 -9.073
H -3.177 -2.781 -8.115
H -0.896 -1.045 -7.047
H -1.260 -2.793 -6.880
H -2.133 -0.625 -5.120
H -2.459 -2.418 -4.985
H -4.551 -0.762 -5.477
H -4.384 -2.442 -5.941
H -3.572 0.857 -8.767
H -2.802 0.771 -7.162
H -4.511 1.048 -7.225
C -8.545 0.779 3.396
C -8.599 -0.276 4.536
C -7.288 -0.972 4.928
C -6.081 -0.030 5.307
N -4.714 -0.700 5.589
C -3.752 0.287 6.402
C -2.937 1.125 5.402
C -3.342 0.720 4.017
C -3.982 -0.674 4.222
C -4.908 -1.999 6.425
H -9.549 1.043 3.064
H -8.027 0.454 2.494
H -8.153 1.723 3.774
H -9.241 -1.101 4.226
H -9.057 0.097 5.452
H -6.993 -1.584 4.075
H -7.523 -1.713 5.693
H -6.305 0.401 6.282
H -5.889 0.787 4.611
H -3.104 -0.334 7.020
H -4.430 0.918 6.976
H -1.869 0.949 5.530
H -3.127 2.187 5.554
H -2.475 0.572 3.373
H -3.955 1.464 3.507
H -3.180 -1.413 4.227
H -4.673 -0.874 3.404
H -5.699 -1.800 7.148
H -4.026 -2.147 7.050
H -5.110 -2.887 5.825
C -0.196 4.626 2.175
C -1.198 3.641 2.871
C -1.988 4.250 4.014
C -1.200 4.437 5.418
N -1.708 5.550 6.345
C -2.005 6.901 5.617
C -1.703 8.022 6.647
C -1.100 7.347 7.859
C -0.673 5.925 7.414
C -3.027 5.110 7.015
H -0.406 5.626 2.555
H -0.355 4.658 1.097
H 0.837 4.359 2.400
H -0.606 2.797 3.225
H -1.806 3.284 2.039
H -2.916 3.680 4.051
H -2.382 5.166 3.574
H -0.150 4.600 5.175
H -1.303 3.560 6.057
H -3.008 6.939 5.192
H -1.288 6.945 4.798
H -2.553 8.617 6.979
H -1.028 8.798 6.287
H -1.803 7.400 8.691
H -0.326 8.007 8.250
H -0.845 5.233 8.239
H 0.361 5.793 7.097
H -3.480 5.966 7.514
H -2.838 4.333 7.756
H -3.590 4.734 6.161
Cl 0.558 -3.055 -4.223
Cl 4.757 -2.660 -0.409
*
```